DFT (wB97M-V/def2-TZVPD) results for a 3-piece molecular cluster, C25H52N2O9P overall.

```
89
Properties=species:S:1:pos:R:3:mulliken_charge:R:1
C -1.4089 2.2343 3.0740 -0.8153
C -2.2649 1.2978 2.6703 -0.0839
C -3.0015 0.0814 1.9870 -0.8891
P -3.0819 -0.0706 0.0815 2.7819
C -1.2546 -0.6806 0.0323 -1.1404
C -0.2363 0.2058 -0.8586 0.5240
C 1.1174 -0.6988 -1.1186 -0.4279
C 2.2231 -0.3548 0.0236 -0.4976
O 1.9531 -1.2053 1.1856 -0.4105
C -3.8223 -1.8088 0.3752 -1.2052
N -5.1707 -2.0309 -0.3181 -0.1754
C -6.3243 -1.5799 0.4991 -0.6772
C -2.5855 1.7381 -0.2886 -0.5605
C -4.0020 2.7393 -0.2133 0.2411
C -4.1737 3.6198 1.2248 -0.5740
O -3.7509 4.2509 -0.1984 -0.4974
O -3.3319 -0.2147 -1.6514 -0.8566
C -2.7928 -1.3259 -2.2820 0.3952
N -2.1247 -2.2606 -2.7384 -0.7193
H -0.5548 3.0004 3.2444 0.3023
H -4.1083 0.0885 2.3684 0.2021
H -2.5453 -0.8772 2.4813 0.4504
H -4.4573 0.4335 0.1670 -0.2532
H -0.8680 -0.5297 1.1293 -0.0406
H -1.1403 -1.8265 -0.1230 0.3492
H 0.1408 1.1648 -0.3457 0.1673
H -0.6876 0.4440 -1.9088 -0.4870
H 1.5467 -0.3373 -2.1367 0.2676
H 0.8537 -1.8221 -1.1230 0.2938
H 2.2640 0.7655 0.3024 0.2871
H 3.2472 -0.6946 -0.3976 0.2888
H 1.4656 -0.6071 1.8146 0.2015
H -4.0845 -2.0326 1.4973 0.5012
H -3.1268 -2.7004 0.0925 0.3241
H -5.2324 -3.0653 -0.4016 0.2790
H -6.1222 -1.3501 1.6044 0.2006
H -7.1826 -2.3610 0.3527 0.3040
H -6.7495 -0.5959 0.0318 0.1540
H -1.7470 2.2373 0.2450 0.4404
H -2.3922 1.8568 -1.4372 -0.4769
H -5.0187 2.3101 -0.7290 0.3105
H -3.2589 3.8627 1.8626 0.2367
H -5.2792 3.8479 1.4996 0.2466
C 1.0490 5.9335 -7.2956 -0.7808
O 0.8119 4.6877 -6.6701 -0.2287
C 1.4592 4.5924 -5.4058 -0.6677
C 0.8960 3.4201 -4.6041 -0.3839
O -0.3295 3.7401 -3.9423 -0.4286
C -1.4871 3.7970 -4.7799 -0.6036
C -1.9879 2.4144 -5.1888 -0.0625
O -1.2330 1.9196 -6.2942 -0.2891
C -1.4203 0.5290 -6.4845 -0.7009
H 2.1203 6.0899 -7.4542 0.3110
H 0.5444 5.9317 -8.2642 0.2265
H 0.6327 6.7471 -6.6923 0.3222
H 1.3249 5.5197 -4.8402 0.3384
H 2.5289 4.4272 -5.5869 0.4322
H 1.6039 3.1873 -3.8016 0.3825
H 0.7943 2.5200 -5.2125 0.2399
H -1.3196 4.4428 -5.6444 0.2521
H -2.2620 4.2696 -4.1700 0.4813
H -3.0351 2.4829 -5.5046 0.4616
H -1.9071 1.7263 -4.3390 -0.0859
H -1.0581 -0.0247 -5.6125 0.2814
H -0.8376 0.2220 -7.3552 0.2217
H -2.4759 0.3036 -6.6654 0.3028
C 3.2533 -0.7097 4.9982 -0.6291
O 3.6028 -2.0681 4.8148 -0.2318
C 4.4420 -2.2555 3.6798 -0.3122
C 5.0943 -3.6359 3.7212 -0.4755
O 6.2463 -3.6798 4.5696 -0.4718
C 5.9779 -3.7014 5.9731 -0.3880
C 5.4822 -5.0611 6.4589 -0.5847
O 4.0859 -5.1996 6.2071 -0.2294
C 3.6564 -6.5437 6.3168 -0.7745
H 2.7241 -0.3242 4.1220 0.1168
H 2.5960 -0.6397 5.8675 0.2260
H 4.1484 -0.1099 5.1944 0.3470
H 5.2188 -1.4848 3.6509 0.3717
H 3.8165 -2.1768 2.7822 0.2655
H 5.4673 -3.8645 2.7175 0.3752
H 4.3798 -4.4177 3.9830 0.2000
H 5.3007 -2.8940 6.2595 0.1869
H 6.9395 -3.5015 6.4543 0.3864
H 5.6349 -5.1411 7.5414 0.4328
H 6.0375 -5.8592 5.9518 0.3442
H 4.1503 -7.1632 5.5613 0.3169
H 2.5802 -6.5730 6.1374 0.2358
H 3.8606 -6.9330 7.3193 0.3085
```

Calculated values
Frontier orbital gap: 7.052 eV
Charge: -1
Highest occupied orbital energy: -4.66 eV
Multiplicity: 1
Calculated total energy: -57451.074 eV